1.
C90H204N11O26 | ωB97M-V with the def2-TZVPD basis set

Geometry (Å):
H (4.812, -0.565, -9.872)
H (6.897, 2.667, -3.270)
H (0.890, 1.674, 3.160)
C (-7.760, -2.994, -2.172)
H (-3.661, 0.835, -0.241)
C (-8.526, -2.784, 2.540)
H (-1.551, -6.074, -4.649)
H (-3.623, -4.846, 1.304)
O (2.932, 4.405, -0.321)
H (-1.160, 7.272, 7.772)
H (-0.552, 6.775, 10.208)
H (0.502, -1.793, -2.723)
N (5.330, 1.004, 4.884)
H (0.677, -7.032, -6.807)
O (3.209, -1.750, -3.892)
C (-5.360, -2.399, -4.270)
C (-4.786, -2.948, 1.466)
H (5.898, 5.458, -8.211)
H (4.806, 4.033, 2.403)
C (0.300, -0.921, -2.146)
H (0.821, 3.506, 5.555)
H (1.967, -3.175, -7.854)
C (-7.305, -3.761, -3.477)
H (-9.789, -3.729, -2.257)
H (1.857, 1.922, -9.560)
H (0.941, -1.506, 3.126)
H (3.328, 1.314, 5.397)
H (-8.010, -0.612, 2.534)
H (-2.082, -0.348, 9.308)
H (4.651, 0.986, -3.952)
C (-0.024, -1.826, 2.697)
H (-0.018, -2.243, 5.802)
C (0.694, 3.693, 6.608)
H (0.374, 2.982, -1.704)
H (-1.716, 8.290, -1.274)
H (2.307, -0.188, -2.108)
H (-6.747, -2.574, 0.540)
H (-4.416, -2.099, 8.607)
H (-3.441, 0.042, 8.267)
O (0.294, -5.780, -5.268)
H (-3.238, 5.127, 3.599)
H (-7.326, -1.989, -2.191)
C (-8.819, -1.271, 2.852)
H (3.777, -4.454, -2.209)
H (2.204, 5.197, 6.721)
H (-0.257, -5.922, -0.740)
H (-5.180, -5.194, 3.135)
H (-7.283, -3.419, -1.291)
H (-0.210, 5.224, 8.653)
O (-3.121, 0.772, -1.039)
H (4.542, 2.436, -3.361)
H (-1.643, -5.047, 4.607)
O (0.154, -2.185, 1.344)
C (-1.460, 2.535, -3.509)
H (-9.460, -2.752, -0.901)
H (4.925, -0.174, -0.627)
O (-3.273, -0.112, 2.343)
H (2.452, -5.877, -3.455)
C (-6.514, -2.952, 3.930)
H (0.016, -3.427, 8.837)
H (4.685, -2.985, 2.967)
C (3.658, 3.550, -1.112)
H (2.026, 0.254, 1.262)
C (-0.809, -2.918, 6.188)
H (4.469, 2.553, 6.001)
N (-0.760, -1.284, -1.159)
N (0.783, -6.104, -2.175)
H (1.227, 4.324, -2.421)
C (-0.999, -2.719, -0.720)
H (7.080, 1.146, -4.233)
H (2.900, -4.672, -11.290)
O (2.277, -1.798, 7.133)
H (-4.285, -2.459, -4.188)
H (-0.122, -4.485, 4.161)
C (2.707, -0.768, -4.774)
H (-7.520, -4.714, 1.179)
H (-8.986, -1.146, 3.912)
H (5.961, 1.454, -1.519)
H (-2.257, 3.234, 2.303)
H (-7.772, -3.294, -4.366)
C (-0.600, 4.541, -4.566)
C (3.739, -3.282, -9.991)
H (-1.066, -4.983, 6.950)
O (1.774, -8.173, 0.651)
C (1.527, -2.235, -8.128)
H (-0.473, -1.781, 9.340)
C (5.717, 0.405, 6.187)
H (-0.532, -2.530, 3.334)
H (1.255, 2.887, 7.136)
O (-0.837, -5.805, 0.162)
C (5.785, 5.498, -7.139)
H (0.658, 6.247, -3.823)
H (6.544, -0.250, 5.995)
H (5.846, -2.562, 1.788)
C (-0.582, -5.812, -4.163)
O (3.194, 3.522, -2.244)
H (2.498, -1.465, 7.976)
H (-0.651, -4.779, -3.773)
H (4.430, -1.693, -1.432)
C (-3.941, -5.159, -4.255)
H (-1.183, 7.036, -5.525)
H (-0.112, -0.161, -2.797)
C (-6.200, -2.478, 1.527)
H (3.157, -3.792, 1.183)
H (4.318, -1.697, 1.818)
H (0.636, -4.617, 6.505)
H (-2.397, 2.213, -5.491)
H (2.058, 8.753, 8.326)
H (3.092, 3.570, 4.164)
C (3.880, 1.243, -9.110)
H (-2.402, -1.036, 6.374)
C (-3.681, -4.462, -2.914)
H (3.284, -5.723, -1.017)
H (-3.071, -3.580, -3.150)
O (-4.584, -0.152, 4.056)
C (2.328, -4.255, 0.595)
H (-4.346, -2.345, 0.615)
C (-1.085, -2.834, 0.782)
C (2.490, 1.039, -9.662)
H (0.069, 5.257, 1.649)
H (-10.079, -0.963, 1.067)
O (-1.224, 6.666, -0.144)
O (2.366, 0.383, 7.395)
H (-1.470, 6.742, -2.162)
H (-6.387, -1.874, 3.924)
H (-8.837, -3.079, 1.533)
H (-5.654, -4.655, -1.851)
H (7.193, 2.970, 2.812)
O (-4.653, -0.834, -1.460)
H (-2.133, 7.022, 2.615)
H (-1.638, -0.989, -1.653)
H (-0.922, -0.416, 7.185)
H (-0.782, 8.988, 10.811)
H (6.740, 2.452, 5.156)
H (-0.521, 4.560, -1.889)
H (3.704, 4.672, 0.218)
H (1.602, 1.909, 0.823)
O (1.486, -0.937, -4.985)
O (-2.455, -1.172, 4.041)
H (6.520, -0.505, 2.754)
C (-5.035, -3.954, -2.373)
H (-3.277, -2.358, 9.861)
N (2.412, -1.413, -8.918)
C (2.031, 0.969, 0.408)
H (-1.186, -3.850, 1.140)
H (1.468, 1.389, -5.809)
H (-0.975, 0.546, -6.363)
H (3.785, 2.442, -5.595)
C (-9.246, -2.839, -1.989)
C (3.752, -4.040, -11.306)
H (-5.607, -4.535, -5.542)
C (5.068, 3.562, 3.346)
C (2.919, -4.908, -1.633)
H (-5.693, -6.314, 1.828)
C (-0.424, -4.416, 6.229)
C (-2.676, -0.720, 8.485)
C (-0.232, -2.418, 8.443)
O (1.770, -0.434, 5.391)
C (0.203, 3.867, -2.290)
C (-0.011, 8.859, 10.047)
H (-0.739, 1.509, 2.463)
H (0.236, 7.815, 6.798)
H (-0.583, 8.166, 0.992)
H (-8.986, -3.501, 3.246)
H (6.649, 3.731, -5.578)
H (2.533, 7.349, 7.363)
H (-7.725, -5.145, 2.865)
H (0.662, -1.996, 8.001)
C (6.451, 1.706, -3.551)
H (-10.958, -1.545, 2.435)
H (4.214, 0.498, 3.204)
H (1.469, 5.188, 9.101)
C (2.089, -0.511, 6.527)
H (2.780, 7.339, 9.124)
H (0.876, 9.328, 10.343)
C (-3.483, -0.539, 3.585)
H (2.273, -5.371, 0.704)
C (6.340, 0.823, -2.328)
C (0.780, 5.601, 8.369)
N (-1.329, -2.369, 7.504)
H (1.935, -1.345, -0.927)
H (-5.681, -2.382, -5.268)
H (-2.221, -3.926, 8.579)
H (-1.641, -2.833, 5.502)
C (-3.341, -2.068, 8.819)
H (5.878, 1.863, 2.256)
H (-6.037, -5.707, -4.181)
H (3.429, -3.949, -9.219)
H (3.826, 1.582, -8.114)
H (4.997, -0.269, 6.586)
C (-0.191, -6.547, -6.336)
C (-1.820, -1.000, 7.293)
H (1.384, -3.932, 1.018)
H (1.885, -2.566, -10.597)
H (-0.716, -6.662, 0.718)
C (2.110, 7.678, 8.323)
C (-0.062, -6.786, -3.152)
H (5.216, 1.708, -6.169)
C (1.136, 5.107, 6.948)
H (-2.528, 0.939, -4.312)
C (-3.586, -0.292, -1.759)
H (0.967, -0.393, -9.912)
H (-0.622, -0.946, 2.780)
H (-0.862, -7.353, -6.018)
H (6.061, 1.242, 6.865)
C (1.492, -8.018, 1.800)
H (-4.326, -2.672, 2.388)
O (-2.833, -0.713, -2.689)
C (-1.110, 7.375, -1.384)
C (-2.137, 5.070, 3.404)
H (0.551, -2.334, -8.611)
O (3.473, 0.115, -5.230)
H (-5.517, -3.362, 4.165)
H (2.558, 1.046, -10.761)
C (0.882, 2.534, -4.194)
H (-0.272, 0.088, -4.935)
H (1.244, -6.808, -1.591)
H (1.448, -4.387, -3.067)
H (0.444, 2.742, -6.265)
C (-0.610, -5.095, 4.872)
O (4.600, 2.968, -0.624)
H (-0.833, -7.161, -2.487)
H (-4.016, 0.503, 2.178)
C (-5.621, -5.271, 2.132)
H (6.320, -1.573, 4.058)
H (-1.267, 1.852, -2.684)
C (3.873, 2.864, 3.883)
N (0.768, 7.085, 8.568)
H (0.425, -7.672, -3.621)
H (3.159, -1.391, -10.806)
H (-0.102, -3.293, -1.005)
C (5.263, -1.032, -1.288)
H (3.326, -0.597, -7.236)
N (-1.796, 6.098, 2.335)
C (-0.299, 7.153, 0.810)
O (5.532, -0.335, -2.556)
H (-0.486, 1.726, 4.343)
N (-0.233, 3.392, -3.672)
H (7.373, 0.448, -2.099)
C (-5.404, -4.872, -4.499)
O (1.243, -7.912, 2.968)
O (-0.408, 3.376, 3.245)
H (-6.263, -1.412, 1.762)
H (1.761, 3.190, -4.203)
C (6.462, 1.763, 4.331)
C (2.753, -2.112, -10.117)
C (5.758, -1.036, 3.354)
H (-5.732, -1.507, -3.770)
H (-10.400, 0.167, 2.293)
C (-0.645, 1.005, -5.423)
H (-2.212, 3.062, 3.969)
H (4.630, -4.703, -11.426)
C (3.654, -1.082, -8.169)
H (-0.861, 4.055, -5.555)
H (0.420, 7.657, -5.794)
C (5.098, -2.094, 2.460)
H (1.157, 0.006, -8.243)
C (4.166, 1.945, 5.127)
H (-2.324, 3.195, -3.295)
H (-3.372, -4.621, -5.015)
H (1.106, 7.072, 10.778)
C (1.503, -0.444, -1.435)
H (5.379, 4.347, 4.070)
C (-0.352, 6.215, 1.991)
H (3.382, 2.334, 3.054)
H (-2.324, 6.035, 1.434)
H (3.016, 1.095, -0.097)
H (0.267, 6.518, 2.840)
C (-0.164, 1.932, 3.279)
H (-1.554, 4.951, -4.173)
C (6.207, 2.566, 3.048)
H (4.362, 1.926, -9.762)
H (-7.660, -4.802, -3.470)
C (-0.454, 9.176, 8.576)
H (-1.510, 9.358, 8.530)
H (-0.230, -6.111, 4.862)
O (1.047, 0.567, -0.565)
H (-0.062, 6.322, -6.725)
H (0.691, 7.115, 0.315)
H (-7.257, -3.113, 4.674)
C (0.358, 7.395, 10.030)
H (-1.875, -3.105, -1.208)
H (4.022, -0.662, 4.639)
C (4.605, -0.117, -8.917)
C (-0.214, 7.842, 7.756)
O (2.406, -3.820, -0.832)
H (-9.577, -1.939, -2.434)
H (1.336, 5.259, -5.123)
N (5.103, 1.912, -4.014)
H (-0.673, -5.837, -7.003)
H (5.449, -0.123, -8.254)
H (0.627, 5.864, 6.359)
C (5.538, 3.813, -5.551)
H (3.737, -3.339, -12.144)
H (0.022, 10.025, 8.122)
H (6.794, 5.667, -6.707)
C (-4.698, -4.466, 1.185)
H (-1.883, -2.210, 1.175)
H (-0.114, 7.753, -1.532)
H (4.195, -2.032, -7.875)
H (-4.991, -4.630, 0.155)
N (-5.833, -3.707, -3.655)
H (-3.781, -6.244, -4.312)
C (1.895, -5.341, -2.684)
C (-10.119, -0.891, 2.156)
C (-7.059, -4.666, 2.166)
H (-4.891, -2.994, -1.846)
C (1.703, -0.133, -9.186)
C (-0.150, 6.718, -5.730)
C (-1.841, 1.694, -4.724)
O (5.158, 4.285, -6.822)
H (4.788, -3.059, -9.738)
C (-1.746, 3.632, 3.179)
N (-7.047, -3.228, 2.544)
H (5.149, 6.326, -6.943)
C (4.717, -0.093, 4.001)
H (7.330, 1.041, 4.260)
C (-2.556, -3.085, 7.996)
H (-3.076, -5.078, -2.186)
H (4.103, -1.462, -3.816)
C (4.864, 2.443, -5.452)
C (0.562, 1.937, -5.543)
H (-1.535, 5.457, 4.237)
C (0.365, 5.706, -4.752)
H (-0.566, -0.720, -0.343)
H (1.043, 1.730, -3.471)
H (1.253, -1.783, -7.157)
H (5.289, 4.471, -4.701)
H (-0.377, 3.622, 6.863)
H (-3.097, -3.485, 7.108)
H (6.120, -1.605, -0.996)

Calculated values
E_LUMO	-8.04	eV
net charge	+5
maximum force	5.4	eV Å⁻¹
HOMO	-15.84	eV

=====

2.
C5H6O2 | ωB97M-V with the def2-TZVPD basis set

Geometry (Å):
C (0.014, 2.135, 0.343)
O (-1.843, -0.010, -0.619)
H (0.571, -1.908, 0.578)
C (1.611, 0.436, -0.476)
C (-0.708, -0.451, -0.413)
H (-1.057, 2.280, 0.399)
H (-0.970, -1.554, 1.407)
C (-0.491, -1.699, 0.439)
H (0.636, 3.020, 0.307)
H (-0.943, -2.549, -0.069)
C (0.461, 0.912, 0.063)
H (0.041, -0.607, -1.371)
O (2.677, -0.003, -0.587)

Calculated values
E_LUMO (alpha / beta)	-1.47 / -1.47	eV
net charge	0
maximum force	3.1	eV Å⁻¹
HOMO (alpha / beta)	-8.50 / -8.50	eV

=====

3.
C4H12 | ωB97M-V with the def2-TZVPD basis set

Geometry (Å):
H (-1.575, 0.052, 2.260)
H (1.646, 0.006, -1.566)
C (0.841, -0.395, -2.180)
H (-1.218, 1.628, 2.934)
H (1.333, -0.795, -3.074)
C (0.033, -1.408, -1.377)
C (0.229, 0.753, 1.536)
C (-1.189, 1.026, 2.028)
H (0.830, -0.030, 1.998)
H (0.185, 0.347, -2.626)
H (0.284, 0.664, 0.457)
H (0.681, -2.114, -0.864)
H (0.901, 1.590, 1.715)
H (-0.456, -0.848, -0.590)
H (-1.829, 1.504, 1.292)
H (-0.698, -1.980, -1.944)

Calculated values
E_LUMO	1.14	eV
net charge	0
maximum force	1.8	eV Å⁻¹
HOMO	-11.51	eV

=====

4.
C4H7NO2 | ωB97M-V with the def2-TZVPD basis set

Geometry (Å):
H (-0.400, -0.738, 1.225)
C (0.881, 0.949, 1.283)
H (1.014, 0.820, 2.374)
H (-0.522, 1.436, -0.734)
N (-0.879, 0.603, -0.283)
C (0.118, -0.119, 0.497)
O (-2.216, -1.192, -0.661)
H (0.577, -1.754, -0.810)
C (1.103, -0.916, -0.355)
O (1.324, 1.934, 0.752)
C (-1.918, -0.045, -0.878)
H (1.500, -0.296, -1.151)
H (1.883, -1.327, 0.292)
H (-2.465, 0.643, -1.549)

Calculated values
E_LUMO	0.71	eV
net charge	0
maximum force	0.8	eV Å⁻¹
HOMO	-9.96	eV

=====

5.
C27H39I3N2O14S4 | ωB97M-V with the def2-TZVPD basis set

Geometry (Å):
C (8.249, -1.398, 1.545)
C (2.303, 0.189, 0.158)
H (1.370, -4.091, -0.807)
S (9.607, -1.896, 3.575)
H (-4.202, 3.699, 5.347)
N (3.944, 1.182, 1.651)
C (3.635, 0.656, 0.454)
O (9.028, -0.397, 3.503)
H (2.625, 3.488, -8.977)
H (-3.512, -1.970, 2.118)
C (0.600, -2.165, -1.464)
N (5.845, 1.088, -0.036)
C (1.202, -0.864, 2.255)
I (-0.776, 0.474, -2.187)
I (-1.225, -3.131, -1.971)
C (-0.215, -1.505, 2.368)
H (-8.092, 0.478, 0.738)
H (-5.295, 5.038, 4.925)
H (2.284, -0.352, -6.388)
H (1.409, -0.350, 3.212)
C (2.297, 0.338, -4.356)
C (-2.333, -0.127, 1.685)
H (-7.961, -0.635, 2.116)
H (3.923, 0.098, -5.784)
S (-5.916, 1.850, 3.891)
H (-0.140, -2.253, 3.177)
H (9.596, 0.292, 1.654)
H (1.201, 0.354, -4.352)
C (-4.613, -0.668, 0.740)
C (4.697, 0.589, -0.529)
O (2.698, 1.735, -6.258)
H (2.081, -1.630, -3.510)
O (-5.349, 0.794, 4.647)
H (-4.408, 0.129, 0.001)
C (-3.294, -1.280, 1.289)
H (-0.435, -1.986, 1.399)
C (2.858, 0.384, -5.808)
O (11.024, -1.836, 3.571)
H (0.217, 0.141, 0.597)
H (-0.853, 0.417, 3.221)
H (7.918, 0.673, 2.107)
C (-5.005, 4.020, 4.679)
H (-5.282, 4.421, 2.569)
O (-8.720, -0.955, -2.057)
C (0.754, -0.837, -1.530)
C (-9.919, -0.597, 1.171)
H (-5.200, -0.217, 1.557)
C (8.696, -0.084, 2.147)
H (7.224, -1.640, 1.836)
C (-8.411, -0.486, 1.139)
O (-6.110, 3.124, 4.851)
H (2.000, -1.608, 2.111)
H (1.106, 1.233, 1.646)
O (2.220, 1.061, -8.385)
O (-9.455, -3.069, -0.980)
C (-1.320, -0.488, 2.792)
O (9.121, -2.379, 2.119)
H (-10.244, -1.423, 1.807)
C (2.884, -0.875, -3.539)
C (-4.610, 3.863, 3.226)
H (3.771, -1.311, -4.011)
O (-10.297, -0.896, -0.177)
H (-1.901, -0.966, 3.602)
H (2.265, -2.698, -0.126)
C (3.327, 3.139, -8.201)
C (2.702, 1.859, -7.616)
H (3.408, 3.953, -7.468)
C (1.161, 0.250, 1.146)
H (2.487, -3.165, -1.835)
H (-2.839, -1.804, 0.429)
S (-9.110, -1.696, -0.913)
I (6.061, -0.026, -3.219)
O (-7.099, 1.685, 3.124)
H (2.691, 1.254, -3.877)
H (-10.394, 0.323, 1.504)
H (-2.960, 0.701, 2.074)
H (-1.875, 0.262, 0.759)
O (-7.992, -1.509, 0.227)
C (4.452, 0.063, -1.837)
S (5.515, 1.572, 1.465)
H (-3.585, 4.172, 3.039)
O (-4.770, 2.468, 2.950)
H (4.266, 2.919, -8.728)
H (8.329, -1.406, 0.461)
O (8.881, -2.608, 4.562)
C (1.750, -3.082, -1.017)
C (3.179, -0.354, -2.127)
C (2.112, -0.303, -1.108)
H (-5.253, -1.412, 0.243)

Calculated values
E_LUMO	-1.26	eV
net charge	0
maximum force	2.1	eV Å⁻¹
HOMO	-9.10	eV

=====

6.
C7H9N3O | ωB97M-V with the def2-TZVPD basis set

Geometry (Å):
H (-1.719, -2.652, -2.316)
C (-1.300, 2.043, 0.860)
H (1.062, -1.628, 2.510)
H (2.530, 1.913, 0.857)
H (-1.971, 2.048, 1.668)
H (2.331, -2.308, 1.434)
N (1.017, 0.491, -2.199)
C (-0.630, 0.509, -0.774)
H (-0.217, 2.202, 1.179)
N (-1.396, 0.771, 0.185)
C (-1.679, -1.728, -1.718)
H (-1.636, 2.788, 0.184)
O (0.333, -0.637, -2.478)
C (2.152, 0.938, 1.083)
C (1.980, -0.248, 1.270)
H (-2.622, -1.479, -1.217)
H (0.630, -1.864, 0.879)
C (-0.755, -0.781, -1.635)
N (0.475, 1.182, -1.335)
C (1.415, -1.560, 1.562)

Calculated values
E_LUMO	-0.69	eV
net charge	0
maximum force	5.1	eV Å⁻¹
HOMO	-9.38	eV

=====

- Look up the net charge of the fourth one.
  0